A cluster of 2 separate species, C2H7NO3 in total in a non-equilibrium geometry, computed with ωB97M-V/def2-TZVPD.

Each line ends with the Löwdin charge.
CARTESIAN COORDINATES (ANGSTROEM)
N  1.444103  -1.960818  0.612774  -0.0444
C  0.274770  -1.262597  1.255680  -0.3231
O  0.374892  0.149058  1.047655  -0.0845
H  1.912012  -2.777576  1.187303  0.1197
H  1.395990  -1.827859  -0.421082  0.0767
H  -0.652535  -1.605397  0.779997  0.1001
H  0.352700  -1.472730  2.375379  0.1219
H  1.224521  0.299761  0.702464  0.0375
O  -2.547796  2.195652  -1.249849  0.0765
C  -1.571291  1.838292  -1.837119  -0.3253
O  -0.443142  2.006281  -1.076291  0.0309
H  -1.277921  1.692184  -2.877455  0.1411
H  -0.486298  2.725746  -0.499459  0.0729

Atoms 1-3, force components in eV/Å:
-0.39 0.02 1.52
1.95 -0.71 0.40
-1.90 -1.05 0.73

As for the maximum force: 4.8 eV Å⁻¹. The value obtained for the HOMO-LUMO gap is 0.372 hartree. As for the energy relative to the best compared isomer or geometry (same formula, charge and spin): 59.98 kcal per mole. As for the electronic energy: -360.818066 a.u. The calculation puts the HOMO energy at -9.317 eV. As for the SMILES: O=CO.NCO.